1.
{
  "formula": "C18H42AsF6N6O6",
  "method": "wB97M-V/def2-TZVPD",
  "homo_energy_ev": -6.9,
  "max_force_ha_per_bohr": 0.08164,
  "charge": -1,
  "lumo_energy_ev": 1.99,
  "energy_ev": -117724.57741,
  "relative_energy_kcal_mol": 0.00,
  "elements": ["As", "F", "F", "F", "F", "F", "F", "C", "C", "O", "N", "C", "H", "H", "H", "H", "H", "H", "H", "C", "C", "O", "N", "C", "H", "H", "H", "H", "H", "H", "H", "C", "C", "O", "N", "C", "H", "H", "H", "H", "H", "H", "H", "C", "C", "O", "N", "C", "H", "H", "H", "H", "H", "H", "H", "C", "C", "O", "N", "C", "H", "H", "H", "H", "H", "H", "H", "C", "C", "O", "N", "C", "H", "H", "H", "H", "H", "H", "H"],
  "positions_angstrom": [[-0.913, 0.526, 0.853], [0.321, -0.705, 0.414], [0.341, 1.757, 0.784], [-2.010, 1.891, 1.265], [-2.194, -0.634, 0.783], [-0.542, 0.107, 2.548], [-1.223, 0.706, -0.960], [4.805, 2.612, -4.083], [3.575, 3.122, -3.400], [3.471, 4.315, -3.160], [2.589, 2.238, -3.194], [1.348, 2.419, -2.480], [4.572, 2.276, -5.093], [5.335, 1.893, -3.458], [5.493, 3.447, -4.212], [2.793, 1.272, -3.406], [0.932, 3.421, -2.380], [1.487, 2.194, -1.423], [0.521, 1.793, -2.814], [-3.797, -0.553, 4.096], [-3.185, -1.930, 3.983], [-3.905, -2.896, 4.370], [-1.936, -2.011, 3.589], [-1.355, -3.288, 3.290], [-3.357, -0.002, 4.927], [-4.867, -0.667, 4.270], [-3.528, 0.021, 3.209], [-1.502, -1.169, 3.239], [-1.784, -3.716, 2.385], [-1.510, -4.026, 4.077], [-0.293, -3.059, 3.197], [1.403, -4.053, -0.716], [0.621, -5.106, -1.412], [-0.054, -5.961, -0.831], [0.722, -5.014, -2.728], [0.105, -5.847, -3.735], [1.056, -3.109, -1.135], [2.426, -4.266, -1.025], [1.381, -4.064, 0.373], [1.264, -4.272, -3.147], [-0.754, -6.300, -3.241], [0.809, -6.558, -4.167], [-0.260, -5.218, -4.547], [-0.771, 5.713, -1.382], [0.644, 5.496, -0.843], [1.533, 6.118, -1.423], [0.927, 4.591, 0.138], [2.273, 4.310, 0.725], [-1.312, 5.933, -0.462], [-1.240, 4.777, -1.684], [-0.815, 6.534, -2.098], [0.177, 4.008, 0.485], [3.077, 4.596, 0.046], [2.364, 3.224, 0.760], [2.513, 4.799, 1.669], [-4.096, -5.257, -3.469], [-3.698, -3.857, -3.046], [-4.410, -2.892, -3.361], [-2.507, -3.722, -2.429], [-2.100, -2.484, -1.827], [-4.296, -5.178, -4.538], [-5.011, -5.551, -2.955], [-3.301, -5.962, -3.224], [-2.045, -4.615, -2.331], [-3.021, -1.925, -1.663], [-1.466, -1.907, -2.499], [-1.547, -2.748, -0.925], [-0.244, 2.878, 4.096], [1.134, 3.171, 4.664], [1.214, 3.897, 5.653], [2.132, 2.748, 3.942], [3.516, 2.765, 4.449], [-0.257, 2.996, 3.012], [-0.984, 3.437, 4.669], [-0.513, 1.824, 4.168], [1.922, 2.386, 3.023], [3.679, 3.209, 5.431], [4.151, 3.323, 3.761], [3.976, 1.783, 4.562]]
}

2.
{
  "formula": "C4H11N2OS",
  "method": "wB97M-V/def2-TZVPD",
  "homo_energy_ev": -3.3,
  "max_force_ha_per_bohr": 0.00784,
  "charge": -1,
  "lumo_energy_ev": 3.94,
  "energy_ev": -20192.12382,
  "relative_energy_kcal_mol": 0.00,
  "elements": ["C", "C", "C", "S", "H", "H", "H", "H", "H", "H", "H", "N", "C", "N", "O", "H", "H", "H", "H"],
  "positions_angstrom": [[-2.473, -2.355, 0.249], [-2.215, -1.157, -0.655], [-0.747, -0.722, -0.682], [-0.116, -0.168, 0.947], [-2.001, -3.260, -0.140], [-3.539, -2.592, 0.316], [-2.080, -2.130, 1.238], [-2.499, -1.420, -1.683], [-2.838, -0.315, -0.347], [-0.649, 0.101, -1.392], [-0.140, -1.549, -1.060], [1.484, 2.617, 0.363], [2.804, 2.325, 0.332], [3.063, 0.976, 0.160], [3.704, 3.162, 0.380], [1.219, 3.580, 0.488], [0.805, 1.853, 0.505], [2.287, 0.351, 0.388], [3.932, 0.703, 0.592]]
}

3.
{
  "formula": "C7H14O",
  "method": "wB97M-V/def2-TZVPD",
  "homo_energy_ev": -7.5,
  "max_force_ha_per_bohr": 0.03143,
  "charge": 0,
  "lumo_energy_ev": -0.72,
  "energy_ev": -9527.53299,
  "relative_energy_kcal_mol": 143.75,
  "elements": ["C", "C", "C", "C", "C", "C", "C", "H", "H", "H", "H", "H", "H", "H", "H", "H", "H", "H", "H", "H", "H", "O"],
  "positions_angstrom": [[0.545, -0.827, -1.802], [-0.837, -0.302, -1.417], [-0.784, 0.773, -0.352], [-1.087, 0.517, 0.914], [-1.100, -0.849, 1.434], [0.137, -1.374, 1.757], [-0.017, 1.986, -0.645], [1.132, -1.075, -0.928], [0.491, -1.622, -2.546], [1.131, -0.044, -2.292], [-1.397, -1.119, -0.981], [-1.351, 0.076, -2.309], [-0.934, 1.334, 1.606], [-2.049, -1.338, 1.647], [0.343, -2.342, 2.210], [-0.379, -0.649, 2.587], [-0.398, 2.797, -0.052], [1.000, 1.660, -0.220], [-0.020, 2.278, -1.701], [1.088, -0.841, 1.535], [2.596, 0.656, 1.056], [1.890, 0.304, 0.500]]
}

4.
{
  "formula": "C37H67BNO10S2",
  "method": "wB97M-V/def2-TZVPD",
  "homo_energy_ev": -4.8,
  "max_force_ha_per_bohr": 0.20027,
  "charge": -1,
  "lumo_energy_ev": 1.99,
  "energy_ev": -83746.49246,
  "elements": ["C", "C", "C", "N", "C", "C", "O", "B", "C", "C", "C", "S", "C", "C", "C", "C", "C", "C", "C", "O", "C", "C", "C", "C", "C", "O", "O", "C", "C", "C", "S", "C", "C", "H", "H", "H", "H", "H", "H", "H", "H", "H", "H", "H", "H", "H", "H", "H", "H", "H", "H", "H", "H", "H", "H", "H", "H", "H", "H", "H", "H", "H", "H", "H", "H", "H", "H", "H", "H", "H", "H", "H", "C", "O", "C", "C", "O", "C", "C", "O", "C", "H", "H", "H", "H", "H", "H", "H", "H", "H", "H", "H", "H", "H", "H", "C", "O", "C", "C", "O", "C", "C", "O", "C", "H", "H", "H", "H", "H", "H", "H", "H", "H", "H", "H", "H", "H", "H"],
  "positions_angstrom": [[3.893, 3.882, 1.407], [2.943, 4.745, 0.781], [2.271, 5.647, -0.457], [3.012, 6.958, -0.603], [4.454, 6.876, -0.153], [5.241, 8.214, -0.777], [0.998, 6.101, 0.193], [-0.246, 5.889, -0.627], [-0.912, 7.364, -0.954], [-1.358, 7.567, -2.533], [-2.942, 8.074, -2.696], [-3.709, 7.158, -4.181], [-1.295, 5.098, 0.415], [-2.071, 3.829, -0.305], [-2.762, 4.024, -1.812], [-3.520, 2.802, -2.636], [-3.591, 1.318, -1.929], [-2.949, 1.139, -0.421], [-2.193, 2.330, 0.424], [0.289, 5.065, -1.739], [1.771, 4.838, -1.811], [1.975, 3.180, -1.820], [1.000, 2.406, -0.738], [1.687, 0.896, -0.523], [2.466, 0.834, 0.919], [1.712, 1.053, 2.022], [3.913, 0.596, 1.054], [4.389, -0.474, 0.163], [5.118, 0.159, -1.191], [2.525, 5.527, -3.135], [1.888, 4.879, -4.776], [2.884, 3.423, -5.403], [4.436, 3.763, -5.811], [4.709, 3.233, 1.972], [2.512, 7.762, -0.165], [4.596, 6.979, 1.028], [5.048, 5.949, -0.596], [6.180, 8.361, -0.054], [5.662, 8.034, -1.854], [4.602, 9.196, -0.661], [-0.170, 8.259, -0.711], [-1.890, 7.596, -0.315], [-0.702, 8.397, -3.035], [-1.275, 6.591, -3.173], [-3.593, 7.769, -1.755], [-3.008, 9.251, -2.865], [-4.695, 6.269, -3.650], [-0.594, 4.670, 1.281], [-2.047, 5.822, 0.944], [-2.709, 5.095, -2.333], [-3.971, 3.054, -3.693], [-4.099, 0.458, -2.541], [-3.015, 0.053, 0.068], [-1.698, 2.196, 1.499], [3.121, 3.010, -1.651], [1.724, 2.705, -2.879], [0.841, 2.982, 0.269], [-0.015, 2.190, -1.314], [0.765, 0.138, -0.508], [2.354, 0.572, -1.445], [5.231, -1.058, 0.738], [3.544, -1.264, -0.126], [5.325, -0.658, -2.021], [6.163, 0.607, -0.898], [4.497, 1.016, -1.697], [2.279, 6.695, -3.125], [3.685, 5.418, -3.001], [2.907, 2.489, -4.698], [2.348, 3.058, -6.405], [4.654, 4.887, -6.052], [4.690, 3.096, -6.767], [5.143, 3.335, -4.951], [-4.755, -7.327, 0.087], [-3.741, -6.370, -0.170], [-3.948, -5.679, -1.402], [-3.232, -4.325, -1.381], [-3.948, -3.319, -0.651], [-3.959, -3.469, 0.776], [-2.615, -3.131, 1.425], [-1.693, -4.210, 1.257], [-0.346, -3.771, 1.234], [-4.749, -8.107, -0.679], [-4.558, -7.783, 1.062], [-5.736, -6.843, 0.129], [-5.017, -5.522, -1.582], [-3.533, -6.302, -2.203], [-3.186, -3.954, -2.412], [-2.204, -4.410, -1.030], [-4.319, -4.457, 1.066], [-4.699, -2.747, 1.137], [-2.753, -2.985, 2.502], [-2.219, -2.209, 0.985], [-0.187, -3.064, 0.413], [0.296, -4.639, 1.067], [-0.078, -3.308, 2.191], [-3.658, -7.015, 4.310], [-2.522, -7.804, 3.997], [-1.690, -7.189, 3.013], [-0.259, -7.724, 3.115], [0.493, -7.128, 4.182], [0.122, -7.529, 5.509], [0.566, -8.953, 5.853], [-0.311, -9.908, 5.253], [0.337, -11.138, 4.977], [-4.298, -6.898, 3.431], [-4.223, -7.523, 5.097], [-3.350, -6.035, 4.690], [-1.680, -6.101, 3.142], [-2.105, -7.434, 2.029], [0.272, -7.442, 2.198], [-0.231, -8.812, 3.174], [-0.944, -7.377, 5.683], [0.651, -6.841, 6.177], [0.518, -9.101, 6.937], [1.597, -9.104, 5.514], [1.179, -10.984, 4.295], [-0.380, -11.802, 4.490], [0.681, -11.605, 5.908]]
}